No. 1
Below is C23H49CeN3P4Se as an isolated structure at a distorted geometry, with properties calculated with wB97M-V/def2-TZVPD.

The calculation puts the LUMO energy (spin up / spin down) at -10.87 / -10.80 eV. For the highest occupied orbital energy (spin up / spin down), the calculation gives -15.88 / -15.88 eV. Its total charge is +3. The expectation value of S² is 0.752. The value obtained for the frontier orbital gap (spin up / spin down) is 5.007 / 5.083 eV. The spin multiplicity is 2. The value obtained for the energy is -5310.92857 a.u.

Last column: Mulliken charge in e.
Cartesian coordinates (Å):
Ce (-2.06, 0.20, -0.96)  0.039
P (-1.86, -2.12, 0.70)  1.095
P (1.26, -0.23, 1.57)  0.998
P (0.61, -0.84, -2.09)  1.066
H (-3.93, 2.12, -3.19)  0.306
C (-3.39, 1.16, -3.36)  -0.663
C (-2.02, 1.01, -3.08)  1.179
H (-1.32, 1.82, -2.79)  -0.574
C (-3.34, -1.83, 1.76)  -1.499
C (-0.88, -3.47, 1.47)  -1.145
C (-2.70, -2.82, -0.79)  -1.103
C (2.57, 1.09, 1.67)  -1.341
C (0.80, -0.23, 3.36)  -1.226
C (2.42, -1.66, 1.61)  -1.501
C (0.33, -0.83, -3.93)  -1.543
C (0.94, -2.64, -1.86)  -1.205
C (2.38, -0.35, -2.09)  -0.769
H (-3.85, 0.49, -4.12)  0.331
H (-1.59, 0.03, -3.40)  -0.324
H (-3.91, -0.96, 1.39)  0.435
H (-3.02, -1.61, 2.79)  0.362
H (-3.99, -2.71, 1.75)  0.580
H (-0.38, -3.08, 2.37)  0.349
H (-0.10, -3.79, 0.77)  0.348
H (-1.51, -4.33, 1.74)  0.525
H (-3.16, -2.07, -1.47)  0.265
H (-3.53, -3.45, -0.44)  0.535
H (-2.01, -3.42, -1.41)  0.364
H (3.33, 0.81, 2.42)  0.428
H (2.12, 2.05, 1.95)  0.316
H (3.06, 1.19, 0.69)  0.336
H (1.56, -0.76, 3.95)  0.536
H (-0.16, -0.75, 3.47)  0.184
H (0.71, 0.80, 3.74)  0.452
H (3.10, -1.55, 2.48)  0.558
H (3.03, -1.71, 0.71)  0.405
H (1.86, -2.60, 1.73)  0.307
H (1.17, -1.31, -4.45)  0.536
H (0.21, 0.20, -4.28)  0.352
H (-0.59, -1.38, -4.16)  0.498
H (1.51, -3.00, -2.73)  0.554
H (0.00, -3.20, -1.79)  0.216
H (1.52, -2.80, -0.95)  0.163
H (2.91, -0.90, -2.88)  0.543
H (2.85, -0.57, -1.13)  0.038
H (2.46, 0.73, -2.29)  0.084
C (0.67, 3.59, -3.56)  0.502
C (-0.52, 3.88, -4.26)  -0.102
C (-0.48, 4.07, -5.64)  -0.878
C (0.74, 3.90, -6.32)  -0.405
C (1.93, 3.58, -5.65)  -0.811
C (1.88, 3.46, -4.26)  -0.404
Se (0.64, 3.40, -1.64)  0.113
H (2.03, 3.04, -1.43)  0.114
H (-1.46, 3.97, -3.72)  0.530
H (-1.38, 4.37, -6.18)  0.427
H (0.79, 4.07, -7.38)  0.416
H (2.88, 3.47, -6.18)  0.438
H (2.79, 3.31, -3.68)  0.441
C (-2.21, 3.90, 3.51)  -0.947
N (-1.54, 4.33, 2.27)  0.180
C (-2.56, 4.75, 1.28)  -1.031
N (-3.58, 3.69, 1.02)  0.133
C (-4.19, 3.21, 2.28)  -0.999
N (-3.18, 2.81, 3.29)  0.168
C (-2.50, 1.57, 2.92)  -1.144
P (-1.59, 1.79, 1.29)  1.229
C (-0.63, 3.33, 1.76)  -0.662
C (-3.01, 2.58, 0.23)  -1.316
H (-2.75, 4.77, 3.92)  0.326
H (-1.45, 3.57, 4.23)  0.407
H (-2.07, 5.01, 0.34)  0.426
H (-3.07, 5.63, 1.70)  0.314
H (-4.83, 2.36, 2.06)  0.411
H (-4.78, 4.02, 2.72)  0.304
H (-1.79, 1.29, 3.70)  0.320
H (-3.23, 0.75, 2.82)  0.547
H (0.15, 3.08, 2.50)  0.341
H (-0.12, 3.70, 0.86)  0.127
H (-3.81, 1.86, 0.04)  0.634
H (-2.62, 2.97, -0.71)  0.463



No. 2
Below is a 4-piece molecular cluster, C23H49F3N2O9P overall at a distorted geometry, with properties calculated with wB97M-V/def2-TZVPD.

The calculation puts the LUMO energy at -3.61 eV. For the highest occupied orbital energy, the calculation gives -10.87 eV. Its total charge is +1. The value obtained for the frontier orbital gap is 7.265 eV. The value obtained for the energy is -2332.71435 a.u.

Last column: Mulliken charge in e.
Cartesian coordinates (Å):
N (3.45, 0.39, 2.33)  -0.701
P (3.56, 1.14, 0.92)  0.564
C (2.39, 2.67, 0.87)  0.258
C (2.62, 3.64, 2.13)  -0.877
C (3.41, 4.99, 1.82)  -0.696
C (2.46, 6.27, 1.69)  0.459
F (3.09, 7.51, 1.39)  -0.276
C (1.05, 6.28, 1.88)  0.189
F (0.15, 6.59, 0.83)  -0.227
F (0.51, 6.00, 3.16)  -0.201
C (2.46, 3.38, -0.56)  -1.185
O (1.46, 4.39, -0.79)  -0.306
C (0.18, 3.68, -0.89)  -0.729
C (-0.10, 3.03, 0.57)  0.256
C (-1.56, 2.39, 0.57)  -0.664
C (-2.02, 1.97, 2.07)  -0.606
O (-3.35, 2.43, 2.39)  -0.367
C (-3.36, 3.82, 2.70)  0.125
O (-2.58, 4.39, 3.48)  -0.460
N (0.98, 2.07, 0.96)  -0.260
H (2.81, 0.88, 2.97)  0.218
H (4.90, 1.53, 0.59)  0.180
H (3.10, 0.23, -0.09)  0.103
H (1.62, 3.78, 2.66)  0.498
H (3.28, 3.05, 2.87)  0.534
H (4.07, 5.20, 2.73)  0.423
H (4.15, 4.92, 0.94)  0.298
H (2.27, 2.55, -1.34)  0.431
H (3.53, 3.73, -0.74)  0.521
H (-0.60, 4.48, -1.09)  0.412
H (0.17, 2.90, -1.72)  0.316
H (-0.12, 3.88, 1.35)  -0.190
H (-1.71, 1.55, -0.18)  0.299
H (-2.30, 3.22, 0.26)  0.359
H (-2.05, 0.83, 2.12)  0.328
H (-1.26, 2.36, 2.85)  0.394
H (-4.14, 4.47, 2.18)  0.395
H (0.83, 1.60, 1.88)  0.563
H (0.98, 1.31, 0.24)  0.627
C (6.84, -2.15, -1.51)  -0.803
O (6.24, -1.60, -0.34)  -0.325
C (5.25, -2.46, 0.22)  -0.234
C (5.79, -3.18, 1.46)  -0.627
O (6.81, -4.11, 1.11)  -0.372
C (8.11, -3.63, 1.41)  -0.704
H (7.69, -1.53, -1.78)  0.264
H (7.19, -3.17, -1.33)  0.342
H (6.13, -2.14, -2.34)  0.320
H (4.89, -3.18, -0.52)  0.365
H (4.41, -1.83, 0.52)  0.162
H (4.97, -3.75, 1.91)  0.383
H (6.15, -2.46, 2.20)  0.329
H (8.27, -3.62, 2.49)  0.324
H (8.27, -2.63, 1.00)  0.307
H (8.83, -4.31, 0.96)  0.248
C (-3.41, -0.87, -1.89)  -0.994
O (-2.83, 0.23, -2.59)  -0.187
C (-2.42, -0.14, -3.91)  -0.533
C (-3.41, 0.37, -4.96)  -0.551
O (-4.65, -0.32, -4.86)  -0.378
C (-5.66, 0.46, -4.23)  -0.640
H (-3.86, -0.49, -0.97)  0.272
H (-4.18, -1.37, -2.47)  0.482
H (-2.62, -1.59, -1.62)  0.343
H (-2.28, -1.22, -3.99)  0.357
H (-1.45, 0.34, -4.09)  0.342
H (-3.00, 0.15, -5.95)  0.387
H (-3.55, 1.45, -4.87)  0.318
H (-5.98, 1.27, -4.89)  0.332
H (-5.31, 0.87, -3.28)  0.218
H (-6.51, -0.19, -4.03)  0.246
C (-4.21, -3.69, 1.55)  -0.810
O (-4.12, -3.96, 0.16)  -0.238
C (-3.63, -5.28, -0.10)  -0.519
C (-4.75, -6.22, -0.50)  -0.527
O (-5.63, -6.47, 0.60)  -0.377
C (-6.85, -5.75, 0.50)  -0.669
H (-4.76, -2.75, 1.68)  0.236
H (-4.75, -4.48, 2.09)  0.358
H (-3.21, -3.56, 1.97)  0.314
H (-3.08, -5.67, 0.77)  0.343
H (-2.93, -5.19, -0.93)  0.365
H (-4.32, -7.19, -0.78)  0.375
H (-5.30, -5.83, -1.36)  0.321
H (-7.47, -6.16, -0.30)  0.326
H (-6.66, -4.68, 0.31)  0.258
H (-7.38, -5.84, 1.45)  0.245



No. 3
Below is a 3-piece molecular cluster, C23H49N3O5 overall, with properties calculated with wB97M-V/def2-TZVPD.

The calculation puts the LUMO energy at 0.51 eV. For the highest occupied orbital energy, the calculation gives -8.12 eV. Its total charge is 0. The value obtained for the frontier orbital gap is 8.628 eV. As for the SMILES: CCOC(=O)CCC[C@@]1(CNC)COC(=O)O1.CCN(CC)CC.CCN(CC)CC. The value obtained for the energy is -1446.20671 a.u.

Last column: Mulliken charge in e.
Cartesian coordinates (Å):
C (5.66, 2.58, -0.46)  -1.319
C (4.78, 1.48, 0.08)  -0.115
O (3.79, 1.09, -0.90)  -0.282
C (3.83, -0.21, -1.32)  0.013
O (4.79, -0.68, -1.85)  -0.572
C (2.54, -0.93, -1.06)  -0.028
C (2.26, -1.13, 0.44)  -0.623
C (0.78, -1.21, 0.79)  -1.221
C (-0.06, 0.03, 0.51)  2.353
C (0.73, 1.34, 0.70)  -0.792
N (0.01, 2.59, 0.60)  -0.298
C (-0.30, 3.11, -0.72)  -0.719
C (-0.86, -0.05, -0.80)  -0.976
O (-2.18, 0.38, -0.45)  -0.329
C (-2.26, 0.52, 0.89)  0.359
O (-3.20, 0.96, 1.47)  -0.568
O (-1.14, 0.05, 1.48)  -0.479
H (6.50, 2.74, 0.22)  0.380
H (6.05, 2.29, -1.43)  0.315
H (5.11, 3.51, -0.55)  0.314
H (5.37, 0.61, 0.36)  0.407
H (4.23, 1.81, 0.97)  0.254
H (2.59, -1.89, -1.58)  0.544
H (1.74, -0.35, -1.53)  0.073
H (2.75, -0.35, 1.04)  0.231
H (2.72, -2.07, 0.73)  0.585
H (0.36, -2.08, 0.28)  0.343
H (0.69, -1.41, 1.86)  -0.043
H (1.58, 1.37, 0.01)  0.008
H (1.14, 1.28, 1.71)  0.340
H (-0.79, 2.61, 1.22)  0.351
H (0.59, 3.04, -1.35)  0.240
H (-0.56, 4.17, -0.63)  0.425
H (-1.14, 2.63, -1.22)  -0.014
H (-0.93, -1.06, -1.21)  0.436
H (-0.47, 0.60, -1.59)  0.388
C (1.03, -7.01, 6.03)  -1.421
C (1.31, -5.52, 5.94)  -0.367
N (1.65, -5.09, 4.60)  0.142
C (2.24, -3.76, 4.54)  -0.663
C (1.38, -2.57, 4.97)  -0.890
C (0.67, -5.40, 3.57)  -0.714
C (-0.76, -4.89, 3.76)  -0.881
H (1.85, -7.58, 5.60)  0.336
H (0.93, -7.30, 7.08)  0.435
H (0.11, -7.29, 5.52)  0.285
H (2.17, -5.28, 6.58)  0.450
H (0.45, -4.97, 6.36)  0.281
H (2.59, -3.60, 3.51)  0.304
H (3.14, -3.78, 5.16)  0.379
H (0.59, -2.36, 4.25)  0.019
H (2.00, -1.68, 5.04)  0.407
H (0.92, -2.73, 5.94)  0.366
H (0.63, -6.49, 3.46)  0.361
H (1.06, -5.03, 2.62)  0.337
H (-1.15, -5.13, 4.76)  0.265
H (-1.42, -5.37, 3.04)  0.390
H (-0.85, -3.81, 3.62)  0.172
C (-3.74, 1.29, -3.80)  -1.526
C (-3.28, 2.73, -3.66)  0.718
N (-2.82, 3.31, -4.91)  0.090
C (-2.07, 4.54, -4.74)  -0.675
C (-2.80, 5.75, -4.15)  -1.037
C (-3.79, 3.28, -6.00)  -0.713
C (-5.15, 3.93, -5.76)  -0.937
H (-2.97, 0.69, -4.29)  0.327
H (-3.91, 0.86, -2.81)  0.402
H (-4.66, 1.20, -4.36)  0.392
H (-2.43, 2.76, -2.97)  -0.538
H (-4.08, 3.31, -3.18)  0.243
H (-1.65, 4.81, -5.71)  0.370
H (-1.21, 4.31, -4.10)  0.341
H (-3.51, 6.18, -4.84)  0.272
H (-2.07, 6.53, -3.90)  0.397
H (-3.32, 5.50, -3.23)  0.279
H (-3.95, 2.24, -6.27)  0.370
H (-3.31, 3.74, -6.86)  0.371
H (-5.60, 3.59, -4.82)  0.258
H (-5.83, 3.66, -6.57)  0.379
H (-5.10, 5.02, -5.73)  0.240



No. 4
Below is C23H49N3P4SW as an isolated structure at a distorted geometry, with properties calculated with wB97M-V/def2-TZVPD.

The calculation puts the LUMO energy (spin up / spin down) at -13.78 / -14.79 eV. For the highest occupied orbital energy (spin up / spin down), the calculation gives -18.82 / -18.82 eV. Its total charge is +4. The expectation value of S² is 2.029. The value obtained for the frontier orbital gap (spin up / spin down) is 5.042 / 4.031 eV. The spin multiplicity is 3. The value obtained for the energy is -2899.05681 a.u.

Last column: Mulliken charge in e.
Cartesian coordinates (Å):
W (-0.27, -0.28, -0.38)  0.812
P (-1.83, 1.71, -0.03)  0.892
P (-2.12, -1.45, 0.92)  0.661
P (1.28, 1.55, -1.10)  0.926
H (-0.60, -3.04, -0.67)  -0.174
C (0.35, -2.54, -0.98)  -1.018
C (1.24, -2.25, 0.13)  -0.284
H (1.00, -2.77, 1.07)  0.307
C (-2.84, 1.79, -1.57)  -1.468
C (-3.17, 1.93, 1.24)  -1.488
C (-1.32, 3.50, 0.09)  -1.365
C (-2.00, -3.26, 1.35)  -1.499
C (-2.84, -1.07, 2.59)  -1.657
C (-3.64, -1.47, -0.07)  -1.280
C (2.91, 0.74, -1.46)  -1.246
C (1.92, 2.94, -0.03)  -1.611
C (0.90, 2.56, -2.63)  -1.174
H (0.66, -2.70, -2.02)  0.591
H (2.30, -1.82, 0.05)  0.460
H (-3.57, 2.60, -1.48)  0.513
H (-3.36, 0.84, -1.75)  0.339
H (-2.19, 1.98, -2.44)  0.479
H (-3.66, 2.91, 1.08)  0.649
H (-2.74, 1.93, 2.26)  0.478
H (-3.95, 1.15, 1.18)  0.369
H (-2.23, 4.11, 0.19)  0.641
H (-0.77, 3.84, -0.80)  0.345
H (-0.71, 3.67, 0.99)  0.354
H (-2.96, -3.56, 1.80)  0.626
H (-1.20, -3.46, 2.08)  0.391
H (-1.84, -3.90, 0.48)  0.618
H (-3.68, -1.76, 2.74)  0.658
H (-3.22, -0.04, 2.69)  0.370
H (-2.14, -1.23, 3.42)  0.544
H (-4.29, -2.28, 0.30)  0.521
H (-3.39, -1.66, -1.13)  0.319
H (-4.18, -0.51, -0.02)  0.416
H (3.40, 1.39, -2.21)  0.598
H (2.80, -0.29, -1.85)  0.218
H (3.51, 0.75, -0.52)  0.435
H (1.94, 3.86, -0.65)  0.568
H (2.96, 2.70, 0.25)  0.719
H (1.30, 3.13, 0.88)  0.308
H (1.82, 2.53, -3.25)  0.487
H (0.74, 3.62, -2.35)  0.537
H (0.05, 2.16, -3.23)  0.225
C (0.47, -1.32, -4.69)  0.730
C (-0.01, -0.69, -5.84)  -0.535
C (0.46, -1.04, -7.14)  -0.684
C (1.35, -2.12, -7.33)  -0.366
C (1.76, -2.85, -6.16)  -0.688
C (1.28, -2.47, -4.88)  -0.341
S (0.07, -0.64, -3.03)  0.125
H (-1.21, 0.11, -2.73)  0.132
H (-0.70, 0.12, -5.70)  0.401
H (0.07, -0.51, -8.03)  0.401
H (1.69, -2.42, -8.34)  0.410
H (2.41, -3.75, -6.32)  0.389
H (1.59, -3.08, -4.03)  0.326
C (2.65, -0.83, 4.22)  -0.940
N (2.83, 0.44, 3.48)  0.302
C (2.07, 1.49, 4.16)  -0.917
N (0.63, 1.16, 4.29)  0.510
C (0.51, -0.11, 5.02)  -0.848
N (1.23, -1.20, 4.33)  0.288
C (0.65, -1.50, 3.04)  -1.740
P (0.61, -0.05, 1.80)  1.616
C (2.50, 0.34, 2.09)  -1.331
C (-0.09, 1.22, 3.05)  -1.531
H (3.07, -0.68, 5.23)  0.373
H (3.15, -1.62, 3.64)  0.391
H (2.16, 2.43, 3.60)  0.386
H (2.47, 1.59, 5.19)  0.345
H (-0.55, -0.37, 5.08)  0.424
H (0.98, 0.05, 6.01)  0.352
H (1.20, -2.35, 2.66)  0.620
H (-0.36, -1.85, 3.20)  0.608
H (2.76, 1.28, 1.58)  0.330
H (3.09, -0.47, 1.60)  0.440
H (-1.15, 0.93, 3.22)  0.289
H (-0.01, 2.23, 2.60)  0.625



No. 5
Below is C23H50CeN2O2P2 as an isolated structure at a distorted geometry, with properties calculated with wB97M-V/def2-TZVPD.

The calculation puts the LUMO energy (spin up / spin down) at -15.54 / -15.56 eV. For the highest occupied orbital energy (spin up / spin down), the calculation gives -21.45 / -21.45 eV. Its total charge is +4. The value obtained for the frontier orbital gap (spin up / spin down) is 5.911 / 5.893 eV. The value obtained for the energy is -2322.51442 a.u.

Last column: Mulliken charge in e.
Cartesian coordinates (Å):
Ce (-0.12, -0.19, -0.34)  0.123
C (-0.95, 0.64, 1.66)  0.574
O (-1.37, 1.07, 2.67)  -0.136
C (0.56, -1.13, -2.65)  0.437
O (1.04, -1.48, -3.65)  -0.078
P (-0.18, -2.75, 1.05)  0.861
C (-1.81, -3.62, 0.87)  0.461
H (-1.62, -4.64, 1.24)  0.441
C (1.01, -3.85, 0.13)  0.698
H (0.71, -3.70, -0.92)  0.226
C (0.19, -2.85, 2.85)  0.510
H (-0.65, -2.29, 3.29)  0.461
C (-0.72, 4.02, 0.23)  0.518
P (-0.90, 2.51, -0.78)  0.230
H (-3.04, 2.73, -1.88)  0.806
H (-1.39, 3.86, 1.09)  0.633
C (-0.49, 3.02, -2.55)  0.207
H (-1.02, 3.97, -2.67)  0.797
C (2.46, -3.39, 0.26)  -1.665
H (3.06, -3.95, -0.48)  0.489
H (2.88, -3.62, 1.25)  0.330
H (2.62, -2.32, 0.06)  0.295
C (0.86, -5.34, 0.43)  -1.519
H (1.20, -5.60, 1.44)  0.241
H (1.50, -5.89, -0.27)  0.479
H (-0.16, -5.71, 0.30)  0.356
C (0.14, -4.27, 3.42)  -1.608
H (-0.76, -4.83, 3.14)  0.365
H (0.14, -4.19, 4.52)  0.494
H (1.02, -4.86, 3.15)  0.368
C (1.48, -2.13, 3.25)  -1.296
H (1.51, -2.10, 4.35)  0.476
H (1.52, -1.09, 2.89)  0.282
H (2.38, -2.65, 2.91)  0.241
C (-2.89, -2.98, 1.74)  -1.328
H (-2.66, -3.06, 2.82)  0.310
H (-3.85, -3.48, 1.56)  0.475
H (-3.02, -1.91, 1.51)  0.047
C (-2.23, -3.70, -0.61)  -1.396
H (-2.39, -2.70, -1.04)  0.139
H (-3.19, -4.23, -0.68)  0.509
H (-1.50, -4.24, -1.23)  0.320
C (-1.16, 5.28, -0.51)  -1.622
H (-2.20, 5.22, -0.87)  0.365
H (-0.51, 5.49, -1.37)  0.370
H (-1.09, 6.14, 0.17)  0.481
C (0.71, 4.14, 0.80)  -1.247
H (1.45, 4.31, 0.01)  0.143
C (-2.89, 0.66, -1.23)  -1.278
H (1.00, 3.25, 1.37)  0.261
H (0.74, 5.00, 1.49)  0.475
C (-3.57, 2.67, 0.20)  -1.521
H (-2.77, 0.08, -0.29)  -0.186
H (-3.91, 0.46, -1.58)  0.990
H (-2.22, 0.25, -2.01)  0.242
C (-2.73, 2.17, -0.98)  0.185
H (-4.60, 2.32, 0.07)  0.473
H (-3.59, 3.77, 0.25)  0.384
H (-3.20, 2.28, 1.16)  0.297
C (-1.02, 2.05, -3.61)  -1.341
H (-0.56, 1.05, -3.54)  0.211
H (-0.75, 2.46, -4.60)  0.501
H (-2.11, 1.94, -3.60)  0.306
C (1.01, 3.22, -2.69)  -1.360
H (1.56, 2.29, -2.52)  0.165
H (1.41, 3.98, -2.01)  0.231
H (1.23, 3.55, -3.71)  0.537
H (-4.80, -0.71, -0.22)  -0.125
H (-4.96, -1.40, 0.05)  0.198
C (5.26, 1.23, -1.31)  -0.780
N (4.27, 1.76, -0.35)  0.063
C (4.65, 2.98, 0.39)  -0.713
C (3.13, 1.19, -0.19)  0.262
N (2.04, 0.70, -0.17)  -0.099
H (6.15, 1.86, -1.24)  0.297
H (4.87, 1.26, -2.34)  0.339
H (5.53, 0.19, -1.06)  0.362
H (4.01, 3.84, 0.09)  0.316
H (4.54, 2.83, 1.48)  0.343
H (5.69, 3.20, 0.16)  0.306